{"formula": "C2H5O2", "method": "ωB97M-V/def2-TZVPD", "symbols": ["C", "C", "O", "O", "H", "H", "H", "H", "H"], "xyz": [[-1.036, -1.308, -0.827], [0.961, 1.290, 0.945], [0.317, 1.046, -0.040], [0.143, -1.243, -0.638], [-1.488, -2.326, -1.018], [-1.641, -0.303, -0.943], [1.741, 0.715, 1.389], [0.513, 2.082, 1.662], [0.489, 0.046, -0.530]], "mulliken_charge": [-0.0005, 0.0539, -0.2623, -0.3945, 0.2942, 0.2361, 0.2890, 0.2575, 0.5266], "max_force_ev_per_a": 4.7, "e_homo_ev": -16.45, "energy_ev": -6240.1468, "orbital_gap_ev": 10.68, "charge": 1, "lumo_ev": -5.761, "spin_multiplicity": 1}